Arrangement w

Formula: C4H5NO2
Source: the Open Molecules 2025 dataset
Level of theory: ωB97M-V/def2-TZVPD

Last column: Löwdin charge in e.
Positions of all 12 atoms, in Å:
O1 1.00 -2.51 0.30  0.17
C1 0.96 -1.36 0.05  -0.23
C2 1.25 -0.08 -0.13  -0.10
C3 0.25 0.89 -0.69  -0.21
N1 -0.81 1.01 0.34  -0.01
C4 -1.56 -0.17 0.41  -0.28
O2 -1.25 -1.20 -0.15  0.05
H1 2.27 0.20 0.10  0.11
H2 -0.18 0.58 -1.64  0.12
H3 0.68 1.89 -0.82  0.12
H4 -0.17 0.92 1.15  0.13
H5 -2.45 -0.13 1.05  0.14

The value obtained for the HOMO energy is -8.83 eV.

Arrangement x

Formula: C4H5NO2
Source: the Open Molecules 2025 dataset
Level of theory: ωB97M-V/def2-TZVPD

Last column: Löwdin charge in e.
Positions of all 12 atoms, in Å:
C1 2.69 0.14 0.06  -0.11
C2 1.25 0.15 -0.08  -0.15
C3 0.10 0.03 -0.20  0.10
N1 -1.55 0.00 0.07  -0.09
O1 -1.84 0.87 1.14  0.05
C4 -2.36 -0.85 -0.54  -0.35
O2 -3.57 -0.94 -0.29  0.01
H1 3.27 0.99 -0.27  0.06
H2 2.86 0.26 1.15  0.08
H3 3.08 -0.88 -0.40  0.13
H4 -2.19 1.65 0.77  0.09
H5 -1.74 -1.42 -1.43  0.18

The value obtained for the HOMO energy is -9.81 eV.

Arrangement y

Formula: C4H5NO2
Source: the Open Molecules 2025 dataset
Level of theory: ωB97M-V/def2-TZVPD

Last column: Löwdin charge in e.
Positions of all 12 atoms, in Å:
N1 0.46 1.44 1.07  0.09
C1 0.26 0.55 0.03  -0.36
C2 -1.25 0.11 -0.42  -0.04
C3 -0.79 -1.18 -0.06  -0.13
O1 0.30 -1.59 -0.83  0.05
C4 1.16 -0.58 -0.39  -0.43
O2 2.35 -0.68 -0.33  0.15
H1 0.59 1.57 -0.40  0.20
H2 1.22 1.09 1.66  0.07
H3 -1.98 0.57 0.23  0.12
H4 -1.40 0.33 -1.48  0.12
H5 -0.91 -1.64 0.91  0.14

The value obtained for the HOMO energy (alpha / beta) is -8.86 / -8.23 eV.

Referenced to the most stable arrangement, the calculated values in kJ/mol are arrangement w 0.0; arrangement x 377.0; arrangement y 360.7.